(1)
{
  "formula": "C15H14BN8S2Ta",
  "method": "ωB97M-V with the def2-TZVPD basis set",
  "species": ["Ta", "S", "C", "C", "N", "C", "S", "C", "N", "B", "N", "C", "C", "C", "N", "N", "C", "C", "C", "N", "H", "H", "H", "H", "H", "H", "H", "H", "N", "C", "C", "C", "N", "C", "C", "H", "H", "H", "H", "H", "H"],
  "xyz": [[0.2980, -0.3726, 0.5276], [-1.0503, -0.7102, 2.5181], [-0.0953, -0.1138, 3.8402], [-0.6949, -0.2108, 5.1223], [-1.2232, -0.3079, 6.1314], [1.1393, 0.4428, 3.6646], [1.9122, 0.6188, 2.1055], [1.8515, 0.9596, 4.7740], [2.4122, 1.3973, 5.6692], [2.2750, -1.9542, -1.9338], [2.2357, -0.4085, -1.8223], [2.8355, 0.3619, -2.7171], [2.6051, 1.7062, -2.4023], [1.8424, 1.6680, -1.2616], [1.6028, 0.3762, -0.9138], [1.5137, -2.7763, -0.8512], [1.5098, -4.1017, -0.9055], [0.7472, -4.6109, 0.1488], [0.3168, -3.5012, 0.8326], [0.7890, -2.3764, 0.2237], [1.7744, -2.2293, -2.9743], [3.4115, -2.2838, -1.8756], [3.3997, -0.0455, -3.5324], [2.9453, 2.5624, -2.9475], [1.4589, 2.4798, -0.6696], [2.0392, -4.6382, -1.6678], [0.5516, -5.6425, 0.3610], [-0.2919, -3.4390, 1.7185], [-4.4901, 3.2054, -1.5759], [-3.4808, 2.4890, -1.1165], [-3.2855, 1.1365, -1.5041], [-2.2269, 0.4350, -1.0105], [-1.3232, 0.9495, -0.1435], [-1.5106, 2.2328, 0.2527], [-2.5314, 3.0156, -0.2011], [-5.1685, 2.8092, -2.2090], [-4.6267, 4.1642, -1.2921], [-3.9724, 0.6609, -2.1848], [-2.0790, -0.6042, -1.2997], [-0.7996, 2.6235, 0.9746], [-2.6161, 4.0329, 0.1471]],
  "mulliken_charge": [1.18, -0.20, 0.63, -0.26, -0.26, 0.73, -0.16, -0.32, -0.25, -0.17, -0.14, -0.14, -0.90, -0.30, 0.23, 0.43, -0.12, -0.90, -0.08, -0.36, -0.02, 0.00, 0.47, 0.46, 0.49, 0.48, 0.43, 0.45, -0.40, 1.12, -0.71, -0.34, -0.16, -0.43, -0.72, 0.22, 0.23, 0.38, 0.45, 0.62, 0.37],
  "de_lowest_kj_mol": 49.59,
  "charge": 2,
  "molar_mass_g_mol": 562.2
}

---

(2)
{
  "formula": "C7H10",
  "method": "ωB97M-V with the def2-TZVPD basis set",
  "species": ["C", "C", "C", "C", "C", "C", "C", "H", "H", "H", "H", "H", "H", "H", "H", "H", "H"],
  "xyz": [[-1.5060, -0.0417, 0.4507], [-0.5615, -0.7701, -0.5089], [-0.6857, -0.2105, -1.9601], [0.9175, -0.6528, -0.4161], [1.3802, 0.6953, 0.0866], [1.6134, 0.3655, 1.5002], [1.7776, 0.0255, 2.6442], [-2.5468, -0.2318, 0.1645], [-1.3654, -0.3944, 1.4771], [-1.3578, 1.0442, 0.4424], [-0.8368, -1.8314, -0.5419], [-1.5286, -0.6874, -2.4655], [-0.8487, 0.8714, -1.9408], [0.2119, -0.4148, -2.5558], [0.6787, 1.5416, 0.0177], [2.3328, 0.9838, -0.3717], [1.9478, -0.2624, 3.6588]],
  "mulliken_charge": [-1.44, 0.71, -1.40, -0.78, -0.18, -0.65, 0.21, 0.42, 0.33, 0.31, 0.37, 0.40, 0.34, 0.41, 0.22, 0.33, 0.40],
  "de_lowest_kj_mol": 521.52,
  "molar_mass_g_mol": 94.2
}

---

(3)
{
  "formula": "C45H33ClFILuN9O9",
  "method": "ωB97M-V with the def2-TZVPD basis set",
  "species": ["Lu", "O", "C", "N", "C", "C", "C", "C", "C", "C", "N", "C", "C", "C", "C", "C", "N", "H", "H", "H", "H", "H", "H", "H", "H", "H", "H", "N", "C", "C", "C", "C", "C", "N", "C", "C", "C", "C", "C", "N", "H", "H", "H", "H", "H", "H", "H", "H", "H", "O", "C", "O", "C", "C", "C", "C", "C", "C", "C", "C", "C", "N", "H", "H", "H", "H", "H", "H", "Cl", "C", "C", "C", "C", "C", "C", "C", "O", "O", "H", "H", "H", "H", "F", "C", "C", "N", "C", "C", "O", "O", "C", "O", "N", "C", "O", "H", "H", "H", "H", "I"],
  "xyz": [[-0.7556, -0.7664, -0.6459], [3.7138, -0.2486, -0.7276], [2.4716, -0.2533, -0.8550], [1.5993, -0.8688, -0.0746], [2.2627, -1.6681, 0.9332], [1.3686, -2.1210, 2.0421], [1.8841, -2.9058, 3.0776], [1.0294, -3.3810, 4.0506], [-0.3199, -3.0633, 3.9648], [-0.7305, -2.2513, 2.9247], [0.0912, -1.7776, 1.9908], [1.8904, 0.4996, -2.0228], [2.7009, 0.6360, -3.1416], [2.2240, 1.3222, -4.2435], [0.9676, 1.8964, -4.1635], [0.2327, 1.7171, -3.0034], [0.6636, 1.0286, -1.9495], [3.1184, -1.1198, 1.3500], [2.6802, -2.5713, 0.4628], [2.9387, -3.1536, 3.0893], [1.4055, -3.9874, 4.8667], [-1.0371, -3.4471, 4.6783], [-1.7680, -1.9794, 2.8078], [3.6806, 0.1807, -3.1266], [2.8142, 1.3980, -5.1490], [0.5407, 2.4326, -4.9993], [-0.7449, 2.1740, -2.9164], [2.9663, 1.6655, 2.3890], [1.8513, 1.1923, 3.0854], [2.1078, 0.4115, 4.2242], [1.0437, -0.0351, 4.9770], [-0.2493, 0.2929, 4.5949], [-0.4061, 1.0567, 3.4538], [0.6114, 1.4973, 2.7221], [3.1027, 2.4127, 1.2166], [4.3871, 2.4966, 0.6573], [4.5635, 3.2486, -0.4803], [3.4763, 3.9136, -1.0342], [2.2598, 3.7917, -0.3924], [2.0728, 3.0643, 0.7055], [3.8256, 1.2290, 2.6743], [3.1271, 0.1603, 4.4936], [1.2213, -0.6492, 5.8511], [-1.1048, -0.0578, 5.1555], [-1.3909, 1.3427, 3.0956], [5.2136, 1.9574, 1.0999], [5.5393, 3.3094, -0.9454], [3.5700, 4.4945, -1.9415], [1.3752, 4.3042, -0.7568], [-4.2420, -0.0036, -3.0798], [-3.2989, 0.1505, -2.3114], [-2.4956, -0.7318, -1.8878], [-3.1036, 1.5706, -1.7485], [-3.9933, 2.5759, -2.1998], [-3.9309, 3.8192, -1.6536], [-3.0071, 4.0634, -0.6130], [-2.9330, 5.2951, 0.0729], [-2.0182, 5.4766, 1.0738], [-1.1371, 4.4336, 1.4168], [-1.1928, 3.2296, 0.7726], [-2.1306, 3.0067, -0.2538], [-2.1729, 1.7842, -0.8507], [-4.6980, 2.3135, -2.9750], [-4.5820, 4.6204, -1.9873], [-3.6226, 6.0877, -0.1990], [-1.9747, 6.4194, 1.6070], [-0.4046, 4.5872, 2.2001], [-0.5177, 2.4318, 1.0464], [-5.6401, -4.2238, 5.1315], [-5.0273, -2.9773, 4.0703], [-4.6597, -3.3084, 2.7768], [-4.1330, -2.3219, 1.9559], [-3.9831, -1.0207, 2.4222], [-4.3900, -0.7086, 3.7130], [-4.9046, -1.6854, 4.5533], [-3.2375, 0.0413, 1.6138], [-3.5933, 1.2120, 1.7366], [-2.2580, -0.4153, 0.9457], [-4.7566, -4.3253, 2.4222], [-3.8115, -2.5755, 0.9530], [-4.2827, 0.3128, 4.0562], [-5.1990, -1.4479, 5.5670], [3.4493, -4.5040, -2.0284], [3.0207, -4.0330, -3.2139], [1.7206, -3.7285, -3.3913], [1.2312, -3.2965, -4.5947], [-0.1387, -2.7953, -4.6732], [-0.2827, -1.4983, -3.8075], [-0.7840, -0.5158, -4.3429], [0.1651, -1.6258, -2.6318], [2.0514, -3.1758, -5.6956], [1.6731, -2.8617, -6.8103], [3.3771, -3.4821, -5.4560], [3.9887, -3.8987, -4.2713], [5.1862, -4.1184, -4.2418], [1.0106, -3.8171, -2.5772], [-0.8314, -3.5350, -4.2681], [-0.3701, -2.5789, -5.7090], [3.9855, -3.3843, -6.2536], [-1.2070, -3.6572, -0.4459]],
  "mulliken_charge": [1.36, -0.85, -1.03, 0.48, -1.66, 0.50, -0.96, -0.85, -0.96, -0.72, 1.22, 1.52, -0.70, -1.19, -0.70, -0.63, 1.06, 0.40, 0.53, 0.53, 0.37, 0.52, 0.42, 0.61, 0.40, 0.44, 0.05, 0.03, 0.33, -0.88, -0.41, -1.06, -0.54, 0.35, 0.58, -0.63, -0.47, -0.90, -0.27, 0.05, 0.20, 0.30, 0.38, 0.48, 0.62, 0.31, 0.37, 0.41, 0.39, -0.83, 0.12, -0.53, 0.41, -0.95, -1.17, 1.40, -0.79, -1.05, -0.62, 0.51, -1.00, 1.01, 0.57, 0.36, 0.37, 0.36, 0.46, 0.53, -0.28, 0.49, -0.82, 0.11, -0.13, -0.46, -0.81, -0.04, -0.77, 1.19, 0.43, 0.39, 0.48, 0.39, -0.40, 0.47, 0.07, 0.14, -1.30, 0.83, -0.68, 0.09, 0.49, -0.70, -0.06, 0.26, -0.70, 0.22, 0.20, 0.35, 0.22, -0.63],
  "charge": -2,
  "molar_mass_g_mol": 1200.1
}

---

Quick rundown of HOMO, same order as above: -15.24; -8.26; -3.05 eV
Quick rundown of LUMO level, same order as above: -9.2; 0.3; 3.8 eV
Quick rundown of E_tot, same order as above: -1895.76429; -272.51936; -4998.42021 a.u.